1.
ORCA calculation (ωB97M-V/def2-TZVPD) on 2 unconnected molecules or ions with the total composition C6H11N2O.

Values from the calculation:
LUMO energy: -2.66 eV
net charge: +1
total energy: -11421.12170 eV
energy above the lowest of the compared OMol25 structures with the same formula, charge and spin: 24.1 kcal/mol

Structure (XYZ):
```
20
Properties=species:S:1:pos:R:3:mulliken_charge:R:1
C 0.7181 -2.6848 1.2393 -0.49
C 1.0852 -1.3717 1.0896 -0.35
C -0.5492 -1.7027 -0.2671 0.38
C -1.6357 -1.6363 -1.3345 -1.12
C 0.6516 4.0576 -0.0620 -0.97
C 0.3182 2.6258 0.1062 0.34
N -0.3462 -2.8220 0.4637 -0.06
N 0.2787 -0.7464 0.1862 0.16
O 0.7255 1.7377 -0.6486 -0.63
H 1.0891 -3.4652 1.7667 0.49
H -2.3131 -0.8864 -1.4527 0.40
H -1.0747 -1.5732 -2.2294 0.31
H -2.1524 -2.5974 -1.2227 0.29
H -0.2760 4.3961 -0.5733 0.30
H 1.4501 3.9813 -0.8142 0.27
H 1.0205 4.4304 0.9192 0.34
H 1.9126 -0.8455 1.4251 0.46
H -1.0032 -3.5784 0.4641 0.23
H -0.4037 2.4036 0.9792 0.30
H 0.5047 0.2773 -0.0349 0.36
```

***

2.
ORCA calculation (ωB97M-V/def2-TZVPD) on a gas-phase ion, C6H11N2O2 (charge +1).

Values from the calculation:
LUMO energy: -6.09 eV
net charge: +1
total energy: -13460.95902 eV
energy above the lowest of the compared OMol25 structures with the same formula, charge and spin: 211.6 kcal/mol

Structure (XYZ):
```
21
Properties=species:S:1:pos:R:3:mulliken_charge:R:1
C -1.1607 -0.3009 0.0284 -0.84
C -0.8175 -1.5271 0.0317 0.68
C -0.1915 0.9320 -0.0230 1.52
C -1.0009 -2.9045 0.2607 -1.12
C -0.2545 1.5834 -1.4093 -1.85
C -0.3629 1.8058 1.1695 -1.81
N 1.5301 -0.8882 0.0892 -0.36
N 1.2811 0.3433 0.0129 0.89
O 2.2258 1.1418 0.0165 -0.74
O 2.7329 -1.2893 -0.1282 -0.34
H -2.1440 0.0862 -0.1139 0.52
H -0.2897 -3.3802 0.8996 0.38
H -0.8100 -3.4710 -0.6016 0.36
H -2.0279 -2.9944 0.5570 0.36
H -0.0785 0.9504 -2.1686 0.48
H 0.4310 2.3250 -1.3206 0.54
H -1.1751 1.9733 -1.5312 0.53
H 0.4645 2.3251 1.3904 0.54
H -0.4986 1.4124 2.1793 0.41
H -1.1191 2.4813 1.0861 0.49
H 3.2654 -0.6043 -0.4247 0.37
```

***

3.
ORCA calculation (ωB97M-V/def2-TZVPD) on C6H11N2O2P in the gas phase.

Values from the calculation:
LUMO energy (spin up / spin down): -0.82 / -1.44 eV
total energy: -22759.73252 eV
energy above the lowest of the compared OMol25 structures with the same formula, charge and spin: 96.9 kcal/mol

Structure (XYZ):
```
22
Properties=species:S:1:pos:R:3:mulliken_charge:R:1
C -0.1704 0.1598 0.0903 0.36
C -3.5379 -0.5385 -0.3792 0.44
C 0.5930 -1.2205 0.0287 -0.41
C 0.6159 1.3597 0.3944 -1.17
C -3.9415 0.9532 -0.2169 -0.81
C 4.3347 -0.5485 0.0753 -0.66
N -1.3874 0.2364 -0.2062 0.31
N -2.1690 -0.6385 -0.5459 -0.63
O -4.3352 -1.4398 -0.4818 -0.56
O 3.0198 -0.6091 0.2030 -0.12
P 2.0442 -1.2573 -0.9479 -0.11
H 0.8008 -1.5419 1.0407 0.40
H -0.3166 -1.8659 -0.4138 0.37
H 1.0673 1.6790 -0.4420 0.34
H 1.3706 0.9702 1.1356 0.29
H 0.0188 2.2515 0.7835 0.32
H -4.8358 0.9878 0.3750 0.30
H -4.1107 1.3660 -1.1716 0.25
H -3.1524 1.4021 0.2911 0.34
H 4.7514 0.2462 -0.5696 0.27
H 4.7111 -1.6068 -0.2041 0.28
H 4.6295 -0.3451 1.1615 0.21
```

***

4.
ORCA calculation (ωB97M-V/def2-TZVPD) on a gas-phase ion, C6H11N2S (charge +1).

Values from the calculation:
SMILES: CC1=[NH+][C@@](C)(S)C=CN1
LUMO energy: -3.86 eV
net charge: +1
total energy: -20208.57062 eV
energy above the lowest of the compared OMol25 structures with the same formula, charge and spin: 36.5 kcal/mol

Structure (XYZ):
```
20
Properties=species:S:1:pos:R:3:mulliken_charge:R:1
C 0.6800 -0.2938 2.6162 -1.41
C 0.4766 -0.2061 1.1688 0.82
N -0.2788 0.6299 0.5160 -0.18
C -0.3884 0.6666 -0.9699 1.22
C -1.8566 0.9997 -1.2458 -1.28
S 0.7977 1.9764 -1.5695 -0.17
C 0.0919 -0.5650 -1.4743 -1.34
C 0.6010 -1.5893 -0.7413 -0.40
N 0.8410 -1.3779 0.6513 -0.09
H 1.7727 -0.4511 2.7667 0.40
H 0.2889 -1.1913 2.9115 0.44
H 0.2731 0.4979 3.2954 0.34
H -0.4016 1.5820 0.8841 0.36
H -2.1696 2.0442 -0.8714 0.37
H -2.5071 0.2404 -0.8359 0.40
H -2.0877 1.1451 -2.3703 0.34
H 1.6879 1.1447 -2.2102 0.21
H 0.0030 -0.7805 -2.5272 0.45
H 1.0362 -2.4344 -1.2318 0.42
H 1.1399 -2.0376 1.2376 0.11
```

***

5.
ORCA calculation (ωB97M-V/def2-TZVPD) on C6H11N3 in the gas phase.

Values from the calculation:
LUMO energy: 0.68 eV
total energy: -10865.13505 eV
energy above the lowest of the compared OMol25 structures with the same formula, charge and spin: 131.1 kcal/mol

Structure (XYZ):
```
20
Properties=species:S:1:pos:R:3:mulliken_charge:R:1
C 0.8975 0.6520 2.2405 -0.90
C -1.4302 -1.0920 0.8887 -1.20
C 0.4431 -0.6373 -1.2657 0.49
C -0.7797 0.1839 0.5139 0.36
C -0.0715 0.8400 -0.5427 0.48
N -0.3947 -1.0264 -2.2748 -0.44
C 0.0092 1.9477 -1.3099 -1.01
N 0.0091 1.0343 1.1485 -0.21
N 1.5294 -1.2382 -1.0226 -0.84
H -1.0971 -0.3724 -2.5781 0.25
H 0.0255 -1.5897 -3.0005 0.27
H 1.9814 -0.9323 -0.1696 0.27
H 1.2601 -0.3777 2.1744 0.33
H 0.3434 0.7508 3.1772 0.30
H 1.7380 1.3459 2.2567 0.30
H -1.7505 -1.6276 -0.0010 0.34
H -2.2617 -0.8684 1.5639 0.36
H -0.7541 -1.7577 1.4336 0.33
H -0.0463 1.9057 -2.3868 0.27
H 0.3491 2.8596 -0.8455 0.26
```

***

6.
ORCA calculation (ωB97M-V/def2-TZVPD) on a molecular structure, C6H11N3.

Values from the calculation:
LUMO energy (spin up / spin down): -0.46 / -0.46 eV
total energy: -10863.47093 eV
energy above the lowest of the compared OMol25 structures with the same formula, charge and spin: 169.4 kcal/mol

Structure (XYZ):
```
20
Properties=species:S:1:pos:R:3:mulliken_charge:R:1
C 0.3431 0.0593 1.5730 -1.07
C 1.8329 0.8493 -0.1981 -0.99
N 0.4523 0.4346 0.1455 -0.13
C -0.4907 1.5923 -0.1546 0.36
N -0.4228 2.7697 -0.1950 -0.57
H 0.5957 0.9171 2.1943 0.41
H 1.0352 -0.7563 1.7847 0.45
H -0.6776 -0.2615 1.7706 0.36
H 1.8615 1.1414 -1.2459 0.38
H 2.1133 1.7060 0.4137 0.39
H 2.4856 -0.0101 -0.0473 0.44
C 0.1255 -0.9654 -0.8695 0.03
C -1.7181 -1.2213 -0.6996 -0.52
C -2.4309 -0.1734 -0.6205 -0.48
N 0.8394 -2.0182 -0.7023 -0.77
H 0.9222 -2.3453 0.2567 0.23
H 0.1257 -0.5055 -1.8579 0.48
H -1.8809 -2.2846 -0.6404 0.38
H -1.6771 0.8971 -0.4674 0.25
H -3.4341 0.1748 -0.4399 0.37
```

***

7.
ORCA calculation (ωB97M-V/def2-TZVPD) on 2 unconnected molecules or ions with the total composition C6H11N3O.

Values from the calculation:
LUMO energy (spin up / spin down): -0.17 / -0.11 eV
total energy: -12914.20509 eV
energy above the lowest of the compared OMol25 structures with the same formula, charge and spin: 111.6 kcal/mol

Structure (XYZ):
```
21
Properties=species:S:1:pos:R:3:mulliken_charge:R:1
C 0.1510 -1.3268 -1.7924 0.33
C 0.1303 -0.9460 1.6010 -0.60
C -0.7395 0.1526 0.8351 0.44
C 0.3528 0.4386 -0.2495 0.66
C -1.2943 1.3034 1.6392 -1.58
C 0.2430 1.6124 -1.1966 -1.23
N 1.4791 -0.8324 1.1321 -0.59
N 1.5760 -0.0795 0.1330 -0.46
N 1.3527 -1.8881 -1.8941 -0.38
O -0.9569 -1.5473 -2.1156 -0.44
H 0.0069 -0.7670 2.7143 0.40
H -0.2552 -1.9943 1.3861 0.26
H -1.5051 -0.2408 0.1430 0.33
H -0.6910 2.0814 1.6361 0.46
H -1.5413 0.8638 2.6112 0.39
H -2.1814 1.6300 1.1766 0.37
H -0.7802 2.0075 -1.4083 0.32
H 0.6222 1.2460 -2.2724 0.25
H 0.7622 2.5518 -0.8316 0.35
H 1.8687 -1.3779 -1.1588 0.44
H 1.4000 -2.8873 -2.0883 0.27
```

***

8.
ORCA calculation (ωB97M-V/def2-TZVPD) on C6H11N3O in the gas phase.

Values from the calculation:
SMILES: CC(C)On1nccc1N
LUMO energy: 0.91 eV
total energy: -12914.94147 eV
energy above the lowest of the compared OMol25 structures with the same formula, charge and spin: 94.6 kcal/mol

Structure (XYZ):
```
21
Properties=species:S:1:pos:R:3:mulliken_charge:R:1
C 0.4828 -1.3520 -1.2941 -1.11
C -0.5812 -1.4808 -0.2130 0.47
C -0.6858 -2.8380 0.2775 -1.21
O -0.2517 -0.5437 0.8579 -0.36
N -0.4443 0.8266 0.4916 0.81
N -1.6501 1.4677 0.2940 -1.02
C -1.2716 2.7441 0.2708 -0.31
C 0.1017 2.9152 0.3107 -0.82
C 0.5898 1.6383 0.5401 0.62
N 1.8819 1.2646 0.6409 -0.43
H 1.4388 -1.6114 -0.7151 0.22
H 0.0806 -1.9770 -2.1036 0.44
H 0.6017 -0.2398 -1.5057 0.22
H -1.5832 -1.0467 -0.5492 0.35
H 0.3107 -3.3187 0.6896 0.26
H -1.0388 -3.3186 -0.5901 0.40
H -1.3703 -2.8526 1.1650 0.36
H -2.0284 3.5349 0.0087 0.35
H 0.6493 3.7848 0.1787 0.39
H 2.5817 2.0474 0.6170 0.20
H 2.1862 0.3556 0.6283 0.18
```

***

Which of these has the lowest total energy? C6H11N2O2P

***

total energy of number 1 (C6H11N2O)? -11421.12170 eV

***

What is the total energy in the eighth record? -12914.94147 eV

***

Look up the energy above the lowest of the compared OMol25 structures with the same formula, charge and spin of the first one. 24.1 kcal/mol